Entry from OMol25: a single C17H20N2O5S molecule in a non-equilibrium geometry (ωB97M-V/def2-TZVPD).

XYZ file:
```
45
Properties=species:S:1:pos:R:3
C -6.725 -1.749 -0.601
H -7.788 -1.510 -0.608
O -6.077 -0.551 -0.250
C -4.714 -0.546 -0.134
C -3.924 -1.662 -0.392
C -2.548 -1.614 -0.289
C -1.912 -0.430 0.062
C -2.693 0.683 0.347
C -4.081 0.650 0.265
O -4.676 1.835 0.574
C -6.067 1.927 0.794
H -6.635 1.773 -0.125
H -6.228 2.943 1.156
H -6.402 1.215 1.552
H -2.261 1.614 0.683
C -0.426 -0.434 0.155
O 0.200 -1.445 0.408
N 0.144 0.782 -0.096
C 1.496 1.135 -0.092
C 2.479 0.281 0.395
C 3.817 0.666 0.381
C 4.163 1.920 -0.119
C 3.179 2.764 -0.600
C 1.849 2.387 -0.589
H 1.087 3.056 -0.961
H 3.454 3.736 -0.982
H 5.197 2.217 -0.132
N 4.816 -0.176 0.888
S 6.160 -0.468 -0.076
O 6.765 0.766 -0.469
O 6.980 -1.419 0.611
C 5.462 -1.254 -1.556
H 6.278 -1.443 -2.240
H 4.748 -0.566 -1.989
H 4.992 -2.180 -1.255
C 4.435 -1.296 1.719
H 3.863 -2.055 1.176
H 5.356 -1.742 2.084
H 3.844 -0.935 2.560
H 2.178 -0.679 0.774
H -0.480 1.518 -0.395
H -1.952 -2.490 -0.487
H -4.388 -2.590 -0.684
H -6.427 -2.093 -1.596
H -6.538 -2.539 0.133
```

Charge ... 0
ΔE to the lowest compared entry with this formula, charge and spin ... 181.7 kJ/mol
Gap between HOMO and LUMO ... 0.3274 hartree
LUMO ... 0.6 eV

Atom charges from the natural (NBO) analysis, given in e for atoms 1 to 6: atom 1 (C): -0.251, atom 2 (H): 0.202, atom 3 (O): -0.506, atom 4 (C): 0.233, atom 5 (C): -0.286, atom 6 (C): -0.165